# C11H15N

2 unconnected molecules or ions with the total composition C11H15N (wB97M-V/def2-TZVPD, OMol25).

```
! wB97M-V def2-TZVPD RIJCOSX def2/J DEFGRID3
* xyz 0 1
C 2.02 1.94 1.01
C 2.45 0.67 -1.17
C 1.80 0.88 0.01
C 1.15 -1.11 -0.88
C 0.91 -0.24 0.18
C 0.71 -2.43 -0.88
C -0.01 -0.59 1.19
C -0.20 -2.78 0.09
C -0.64 -1.80 1.00
N 2.00 -0.49 -1.76
H 2.90 1.51 -1.68
H 2.50 -0.90 -2.53
H 2.65 2.75 0.68
H 2.51 1.70 1.96
H 1.24 -3.15 -1.50
H -0.34 0.17 1.88
H -0.60 -3.78 0.14
H -1.35 -2.15 1.72
H 1.07 2.41 1.30
C -3.16 0.50 0.20
C -2.01 1.32 -0.36
H -3.12 0.34 1.28
H -4.16 0.86 -0.05
H -3.10 -0.51 -0.22
H -1.42 1.94 0.32
H -2.45 2.15 -0.93
H -1.32 0.81 -1.01
*
```

ΔE to the lowest compared entry with this formula, charge and spin (eV): 0.944
Largest force on an atom (eV/A): 2.3
Kohn-Sham gap (eV): 8.77
LUMO level (eV): 0.92
HOMO (eV): -7.8

Atom charges from the Mulliken analysis, given in e for atoms 1 to 8: number 1, C, carries -1.358; number 2, C, carries -0.690; number 3, C, carries 0.302; number 4, C, carries -0.332; number 5, C, carries 1.294; number 6, C, carries -0.663; number 7, C, carries -0.325; number 8, C, carries -0.640